Record 1
Here is a cluster of 2 separate species, C3H6OS2 in total from the OMol25 dataset. Energies are from wB97M-V/def2-TZVPD.

```
12
Properties=species:S:1:pos:R:3:mulliken_charge:R:1
C -0.5307 -0.5611 -0.6489 -0.104
C -0.5564 -2.0827 -0.9161 -0.105
O -1.1132 -2.5623 -1.8436 -0.347
C 0.1449 -0.2732 0.7060 -0.496
S -0.8974 0.6117 1.7994 0.227
S 1.9226 1.7997 -0.4607 0.061
H -0.0546 -0.1108 -1.5089 0.394
H -1.5711 -0.3126 -0.4669 0.272
H 0.1864 -2.6792 -0.3578 0.327
H 0.3055 -1.0680 1.4477 0.329
H 1.1716 0.2862 0.5687 0.175
H 0.7818 2.1435 0.1622 0.268
```

## Properties
Total charge: +1
Multiplicity: 2
Frontier orbital gap (spin up / spin down) in hartree: 0.16460 / 0.17497
⟨S²⟩: 0.765

Record 2
Here is a cluster of 2 separate species, C3H6OSi in total from the OMol25 dataset. Energies are from wB97M-V/def2-TZVPD.

```
11
Properties=species:S:1:pos:R:3:mulliken_charge:R:1
C 1.9532 0.0413 0.8390 -0.735
C 1.6166 0.1110 -0.4285 0.109
C 0.7566 -0.8567 -1.0433 0.053
O -0.4421 -1.0316 -0.8005 -0.383
Si -2.5165 0.2511 0.0352 0.341
H 2.7580 0.4776 1.3129 0.308
H 1.2762 -0.5834 1.3578 0.228
H 2.1644 0.6866 -1.1697 0.290
H -1.8149 1.5693 -0.2434 -0.060
H -3.4441 -0.1520 -1.0149 -0.066
H -2.3074 -0.5132 1.1554 -0.085
```

## Properties
Total charge: 0
Multiplicity: 1
Frontier orbital gap (spin up / spin down) in hartree: 0.31742 / 0.20046

Record 3
Here is a structure of composition C3H6P2 from the OMol25 dataset. Energies are from wB97M-V/def2-TZVPD.

```
11
Properties=species:S:1:pos:R:3:mulliken_charge:R:1
C -0.5669 0.2275 0.0867 0.358
C 0.2798 1.3764 0.0110 -1.052
C 0.6109 -1.3904 -0.0485 -1.001
P -2.1298 -0.0237 -0.9017 -0.066
P -1.9765 -0.0780 1.0965 -0.134
H 0.8108 1.3591 0.9467 0.329
H -0.2448 2.3763 -0.0663 0.369
H 1.0618 1.1561 -0.8260 0.249
H -0.1521 -2.0262 0.3425 0.341
H 1.5225 -1.5150 0.5297 0.307
H 0.7842 -1.4621 -1.1707 0.300
```

## Properties
Total charge: 0
Multiplicity: 1
Frontier orbital gap in hartree: 0.28263

Record 4
Here is a cluster of 2 separate species, C3H6P2 in total from the OMol25 dataset. Energies are from wB97M-V/def2-TZVPD.

```
11
Properties=species:S:1:pos:R:3:mulliken_charge:R:1
C 1.1170 -0.3296 -0.0447 -0.155
C -1.2599 0.2328 -0.2730 -1.272
C -0.1723 0.0642 0.6699 -0.163
P 1.4307 -1.3354 -1.4955 -0.157
P 1.9569 0.6381 -1.4047 -0.115
H 2.0349 -0.4976 1.2709 0.256
H -1.2513 1.1721 -0.8790 0.332
H -2.2314 0.5087 0.1784 0.360
H -1.5401 -0.6838 -0.8116 0.346
H -0.3065 -0.6826 1.4535 0.297
H 0.2220 0.9130 1.3358 0.271
```

## Properties
Total charge: 0
Multiplicity: 3
Frontier orbital gap (spin up / spin down) in hartree: 0.27344 / 0.24656
⟨S²⟩: 2.027

Record 5
Here is the molecule C3H6S from the OMol25 dataset. Energies are from wB97M-V/def2-TZVPD.

```
10
Properties=species:S:1:pos:R:3:mulliken_charge:R:1
C -1.2280 -0.3216 0.8951 -1.042
C -0.2628 0.4893 0.0817 -0.015
C 0.6721 -0.1283 -0.7291 -0.375
S 1.8253 0.8904 -1.6669 -0.240
H -2.2334 -0.1454 0.5393 0.270
H -1.2334 0.0548 1.9231 0.290
H -1.0069 -1.3713 0.8592 0.310
H -0.2462 1.5534 0.1826 0.365
H 0.7954 -1.1988 -0.7018 0.318
H 2.9178 0.1778 -1.3833 0.120
```

## Properties
Total charge: 0
Multiplicity: 1
Frontier orbital gap in hartree: 0.35074

Record 6
Here is the molecule C3H6S3 from the OMol25 dataset. Energies are from wB97M-V/def2-TZVPD.

```
12
Properties=species:S:1:pos:R:3:mulliken_charge:R:1
C 1.0055 0.1382 -2.5943 -0.892
C -0.0036 -0.0249 -0.0006 0.184
C -1.0263 -0.5458 2.5222 -0.925
H 1.7790 -0.5846 -2.3067 0.310
H 0.1242 -0.4231 -2.9418 0.306
H 1.3730 0.8023 -3.3430 0.340
H -1.8433 -1.0472 2.0631 0.331
H -0.2394 -1.2551 2.7199 0.331
H -1.3020 -0.0694 3.4604 0.327
S 0.5790 1.1515 -1.1647 -0.012
S -0.0984 -1.6402 -0.2568 -0.290
S -0.4647 0.8119 1.4705 -0.010
```

## Properties
Total charge: 0
Multiplicity: 1
Frontier orbital gap in hartree: 0.32116

Record 7
Here is the molecule C3H6S3 from the OMol25 dataset. Energies are from wB97M-V/def2-TZVPD.

```
12
Properties=species:S:1:pos:R:3:mulliken_charge:R:1
S -0.2959 -1.4877 1.4603 -0.303
C 0.4385 -0.0376 0.8090 -0.115
C 0.5229 -0.1235 -0.6179 -0.124
S 1.9446 0.3269 -1.5507 -0.256
C -0.5233 0.8678 -0.0565 -0.451
S -2.2493 0.4497 -0.4143 -0.262
H 0.6191 -2.4481 1.0971 0.154
H 0.9588 0.6782 1.4356 0.373
H 0.0632 -1.1204 -0.7426 0.314
H 1.0459 1.6672 -2.0069 0.156
H -0.3379 2.0327 -0.0008 0.366
H -2.1865 -0.8052 0.5877 0.148
```

## Properties
Total charge: 0
Multiplicity: 1
Frontier orbital gap in hartree: 0.31524

Record 8
Here is a structure of composition C3H6S3 from the OMol25 dataset. Energies are from wB97M-V/def2-TZVPD.

```
12
Properties=species:S:1:pos:R:3:mulliken_charge:R:1
C 0.2178 -0.0814 -1.0412 -0.087
C 1.4462 0.4254 -1.1434 -0.752
C -0.2134 -0.5542 0.2543 -0.249
S -3.1188 0.7789 -0.5200 -0.321
S -1.4814 -1.8132 0.0057 -0.108
S -1.5619 1.2390 0.5776 0.017
H -0.3995 -0.3966 -1.8975 0.326
H 1.9616 0.5901 -0.1813 0.205
H 0.4508 -0.5431 1.2130 0.363
H 1.8130 0.6433 -2.1285 0.294
H -1.9009 -2.1488 1.1514 0.130
H -2.1017 1.0792 1.9192 0.181
```

## Properties
Total charge: 0
Multiplicity: 1
Frontier orbital gap (spin up / spin down) in hartree: 0.27640 / 0.27635

Here are the calculated energy relative to the best compared isomer or geometry (same formula, charge and spin) numbers, same order: 335.6 474.1 188.0 118.8 21.2 1.0 358.4 280.1 (kJ/mol).
Here are the calculated largest force on an atom numbers, same order: 2.608 4.438 4.836 4.045 3.614 1.444 4.598 3.650 (eV/A).